DFT (ωB97M-V with the def2-TZVPD basis set) results for a molecular structure, BrO4V2.

Structure (XYZ):
```
7
Properties=species:S:1:pos:R:3:mulliken_charge:R:1
O 9.91 -5.09 18.96 -0.466
V 8.84 -6.27 19.22 1.414
O 8.09 -6.42 17.88 -0.459
O 5.37 -2.81 22.50 -0.454
V 5.18 -3.23 20.94 1.473
O 5.76 -2.12 19.96 -0.461
Br 7.11 -5.22 20.98 -0.047
```

Results
HOMO-LUMO gap, eV: 8.58
Energy above the lowest of the compared OMol25 structures with the same formula, charge and spin, eV: 0.000
Charge: +1

DFT (ωB97M-V with the def2-TZVPD basis set) results for C6H6N2S in the gas phase.

Structure (XYZ):
```
15
Properties=species:S:1:pos:R:3:mulliken_charge:R:1
N -1.42 -4.84 1.14 -0.431
C -1.12 -3.76 0.91 0.173
C -0.78 -2.43 0.65 -0.291
C -0.87 -1.89 -0.58 -0.042
C -0.58 -0.54 -0.96 -0.503
C 0.07 0.45 -0.30 -0.077
N 0.68 0.34 0.91 -0.356
C 1.31 1.27 1.49 0.164
S 1.55 2.96 1.09 -0.158
H -0.44 -1.84 1.49 0.382
H -1.24 -2.51 -1.39 0.315
H -0.94 -0.27 -1.95 0.278
H 0.13 1.42 -0.82 0.040
H 1.80 1.04 2.43 0.363
H 0.85 2.97 -0.04 0.145
```

Results
Structure (SMILES): N#C/C=C/C=C\N=C/S
HOMO-LUMO gap, eV: 7.91
Energy above the lowest of the compared OMol25 structures with the same formula, charge and spin, eV: 1.023

Number 1: HOMO -15.518 eV. Number 2: HOMO -8.770 eV.